Entry 1:
{
  "formula": "C2Br2F4O2S",
  "method": "ωB97M-V with the def2-TZVPD basis set",
  "elements": ["C", "C", "O", "O", "F", "F", "F", "F", "S", "Br", "Br"],
  "xyz": [[1.416181, 0.971134, -0.194195], [-0.171318, -0.704147, 0.662675], [-1.182477, -0.674504, -1.688013], [-2.818858, -0.743088, 0.245053], [1.365923, 1.626335, 0.979216], [1.098865, 1.662342, -1.200613], [-0.460498, -0.664399, 1.996562], [-1.523254, 1.214211, -0.176177], [-1.616101, -0.384572, -0.366664], [3.054334, 0.001066, -0.424745], [0.837202, -2.304375, 0.166904]],
  "forces_ev_per_a": [[-0.2, -2.7, 3.6], [1.7, 0.0, -0.4], [-0.8, 0.2, 0.2], [-1.3, -0.6, 0.2], [0.2, 0.2, -1.3], [-0.8, 0.9, -0.9], [0.5, 0.3, -1.7], [-0.3, -0.9, -0.3], [2.6, 1.4, 0.0], [-0.4, 0.6, 0.0], [-1.3, 0.6, 0.6]],
  "total_energy_ha": -6172.22714,
  "e_above_lowest_kcal_mol": 76.39,
  "homo_lumo_gap_ev": [8.10, 8.35]
}

***

Entry 2:
{
  "formula": "C2Br2F4O2S",
  "method": "ωB97M-V with the def2-TZVPD basis set",
  "elements": ["C", "C", "O", "O", "F", "F", "F", "F", "S", "Br", "Br"],
  "xyz": [[1.398311, -0.698374, -0.597904], [1.019604, 0.754272, -0.135530], [-2.320812, 0.453083, 1.832093], [0.243893, 1.323627, -0.778345], [1.804327, -1.547292, 0.341391], [0.278857, -1.094245, -1.218467], [-0.656208, -0.701914, 0.736461], [-2.535767, 2.587081, 0.437499], [-1.332622, 1.059400, 1.079417], [2.792599, -0.692121, -1.747575], [0.947780, 0.942444, 1.814340]],
  "forces_ev_per_a": [[-0.7, 0.0, 0.3], [-0.8, -3.0, 1.0], [-1.7, 0.1, 2.2], [0.3, 2.4, -1.3], [-1.1, 0.1, 1.1], [0.9, -0.8, -0.6], [-1.2, 1.3, 0.3], [1.9, -2.0, 0.8], [-3.8, 0.2, -3.0], [2.4, 0.6, -2.5], [3.7, 1.1, 1.8]],
  "total_energy_ha": -6172.15775,
  "e_above_lowest_kcal_mol": 119.93,
  "homo_lumo_gap_ev": 8.70
}

***

Entry 3:
{
  "formula": "C2BrClFIO",
  "method": "ωB97M-V with the def2-TZVPD basis set",
  "elements": ["C", "C", "O", "F", "Cl", "Br", "I"],
  "xyz": [[-0.132731, -0.736553, -0.397922], [-0.114966, 0.220407, 0.679663], [-1.075319, -0.809061, -1.109408], [0.696850, 0.380180, 1.687095], [1.284184, -1.663916, -0.819056], [1.348599, 1.587190, -1.139991], [-2.006615, 1.021752, 1.099619]],
  "forces_ev_per_a": [[1.2, -1.4, -2.2], [0.0, 3.5, 0.9], [-0.9, -0.2, 0.0], [0.1, -1.1, -0.8], [0.2, -0.3, 0.8], [-1.2, -0.5, 1.3], [0.6, 0.0, -0.1]],
  "total_energy_ha": -3583.12615,
  "e_above_lowest_kcal_mol": 47.51,
  "homo_lumo_gap_ev": [6.96, 6.97]
}

***

Entry 4:
{
  "formula": "C2BrClFN",
  "method": "ωB97M-V with the def2-TZVPD basis set",
  "elements": ["C", "C", "N", "F", "Cl", "Br"],
  "xyz": [[-0.189703, -1.041708, 0.048111], [0.096700, 0.382193, 0.110436], [-0.529632, -2.098945, -0.113436], [-0.027027, 0.647783, 1.383967], [-1.220684, 1.175362, -0.743483], [1.870348, 0.935314, -0.685596]],
  "forces_ev_per_a": [[0.9, 2.9, -0.5], [-5.5, -3.3, 1.0], [-0.7, -3.7, -0.4], [0.7, 1.6, 2.7], [0.1, 0.7, -0.7], [4.6, 1.8, -2.1]],
  "multiplicity": 3,
  "total_energy_ha": -3264.82381,
  "s2": 2.01,
  "e_above_lowest_kcal_mol": 26.38,
  "homo_lumo_gap_ev": [7.53, 6.85]
}

***

Entry 5:
{
  "formula": "C2BrI3O",
  "method": "ωB97M-V with the def2-TZVPD basis set",
  "elements": ["C", "C", "O", "Br", "I", "I", "I"],
  "xyz": [[-0.552057, -0.759347, -0.050503], [0.450189, 0.347475, -0.044394], [-0.359868, -1.862750, -0.426784], [-2.280590, -0.250244, 0.640387], [-0.301609, 1.975199, -1.249537], [0.754082, 0.959927, 2.007345], [2.289852, -0.410259, -0.876514]],
  "forces_ev_per_a": [[-0.5, -0.7, -0.1], [0.8, 0.7, 0.0], [-0.1, 0.1, 0.1], [-0.3, -0.1, 0.1], [0.2, -0.2, 0.1], [0.1, 0.0, -0.3], [-0.2, 0.3, 0.1]],
  "total_energy_ha": -3618.52384,
  "e_above_lowest_kcal_mol": 0.00,
  "homo_lumo_gap_ev": 8.49
}

***

Entry 6:
{
  "formula": "C2BrN3O4",
  "method": "ωB97M-V with the def2-TZVPD basis set",
  "elements": ["C", "C", "N", "N", "N", "O", "O", "O", "O", "Br"],
  "xyz": [[1.713659, 0.039039, -0.114804], [0.024545, -0.469714, -0.264712], [2.737411, 0.391489, 0.200252], [-0.526777, 1.106580, -0.735283], [-0.560862, -0.734236, 1.165339], [-1.072509, 1.711700, 0.070407], [-0.366587, 1.189929, -1.899520], [-0.099107, -0.030751, 2.001936], [-1.511967, -1.490239, 1.185976], [-0.337807, -1.713797, -1.609591]],
  "forces_ev_per_a": [[-6.8, -2.8, -0.4], [3.9, 2.7, 0.5], [2.6, 0.9, 0.4], [0.8, -5.4, -1.1], [-0.5, -0.2, -2.2], [-1.4, 2.6, 2.2], [0.2, 1.6, -1.3], [0.2, 0.0, 0.9], [0.8, 0.5, 0.4], [0.2, 0.1, 0.5]],
  "total_energy_ha": -3115.15034,
  "smiles": "N#CC(Br)([N+](=O)[O-])[N+](=O)[O-]",
  "e_above_lowest_kcal_mol": 27.33,
  "homo_lumo_gap_ev": 10.25
}

***

Entry 7:
{
  "formula": "C2Cl2",
  "method": "ωB97M-V with the def2-TZVPD basis set",
  "elements": ["C", "C", "Cl", "Cl"],
  "xyz": [[1.275750, 0.688951, -0.112736], [-1.267809, -0.678913, -0.098560], [2.651881, -0.141675, 0.105468], [-2.645452, 0.150898, 0.103648]],
  "forces_ev_per_a": [[-1.8, 0.3, -0.1], [1.8, -0.4, -0.1], [0.3, -0.6, 0.1], [-0.3, 0.7, 0.1]],
  "total_energy_ha": -996.22234,
  "e_above_lowest_kcal_mol": 30.42,
  "homo_lumo_gap_ev": [5.23, 5.25]
}

***

Entry 8:
{
  "formula": "C2Cl2F3NO",
  "method": "ωB97M-V with the def2-TZVPD basis set",
  "elements": ["C", "C", "N", "O", "F", "F", "F", "Cl", "Cl"],
  "xyz": [[-0.233599, 1.592567, 0.588587], [0.455156, -0.891778, -0.567966], [-0.250169, 0.273891, 0.533446], [-0.736222, -0.415668, 1.495616], [0.444142, -2.057102, 0.084694], [1.650837, -0.469003, -0.944550], [-0.348023, -0.947286, -1.619896], [-1.164183, 2.296855, 1.802466], [0.572230, 2.479087, -0.609542]],
  "forces_ev_per_a": [[0.1, -1.9, -1.0], [-1.1, 1.5, 0.8], [0.6, -2.5, 1.2], [-0.1, 0.8, -1.0], [0.5, 2.1, -1.0], [-0.5, -0.7, 0.5], [0.3, 0.0, 0.6], [0.2, 0.4, 0.0], [0.0, 0.3, -0.1]],
  "total_energy_ha": -1426.07519,
  "smiles": "[O-][N+](=C(Cl)Cl)C(F)(F)F",
  "e_above_lowest_kcal_mol": 39.53,
  "homo_lumo_gap_ev": [9.33, 9.33]
}